{
  "formula": "C3H10N3S",
  "method": "ωB97M-V with the def2-TZVPD basis set",
  "species": ["C", "C", "C", "N", "N", "N", "S", "H", "H", "H", "H", "H", "H", "H", "H", "H", "H"],
  "positions_angstrom": [[-0.70434, -2.09793, -0.50915], [0.30507, 1.78314, -0.32332], [-0.71374, 2.77421, -0.65890], [-0.06753, 0.66638, 0.14892], [1.65083, -0.42780, 0.93102], [-0.09963, -2.86970, 0.47825], [-1.40510, -0.25884, 0.28612], [-0.00195, -1.67029, -1.14157], [-1.49850, -2.50062, -1.04521], [1.40988, 1.82644, -0.55086], [-1.51720, 2.71060, 0.04684], [-1.09332, 2.63676, -1.71337], [-0.20760, 3.72771, -0.49077], [2.43444, 0.15812, 0.65030], [1.48309, -0.23660, 1.94674], [-0.72942, -3.51383, 0.92996], [0.75501, -2.70777, 1.01500]],
  "energy_ev": -18567.3593,
  "homo_lumo_gap_ha": [0.254, 0.254],
  "total_charge": 1,
  "e_homo_ev": [-13.07, -13.07],
  "lumo_ha": [-0.2263, -0.2263]
}



{
  "formula": "C3H10N4",
  "method": "ωB97M-V with the def2-TZVPD basis set",
  "species": ["C", "C", "N", "N", "H", "H", "H", "H", "H", "H", "N", "C", "N", "H", "H", "H", "H"],
  "positions_angstrom": [[0.97780, 1.30334, -0.62874], [0.92053, -0.11689, -0.07894], [-0.40477, -0.84757, -0.93573], [2.05315, -0.80549, -0.25046], [-0.21184, -0.65692, -1.91603], [-0.23866, -1.83783, -0.76314], [1.97163, -1.73914, 0.15800], [1.68191, 1.88872, -0.04023], [1.33796, 1.27817, -1.65602], [-0.00193, 1.77924, -0.59165], [0.35538, -0.09224, 1.28326], [-2.44663, 0.03632, 0.55517], [-1.92715, 0.37698, 1.57520], [0.47619, -0.96141, 1.78920], [0.50117, 0.76166, 1.80613], [-3.43857, 0.22418, 0.15867], [-1.60616, -0.59111, -0.46470]],
  "energy_ev": -9228.7105,
  "homo_lumo_gap_ha": [0.249, 0.249],
  "total_charge": 0,
  "e_homo_ev": [-7.34, -7.33],
  "lumo_ha": [-0.0203, -0.0204]
}